a | The ion C6H10N3 with charge +1. Source: the Open Molecules 2025 dataset; level of theory: wB97M-V/def2-TZVPD.

```
! wB97M-V def2-TZVPD RIJCOSX def2/J DEFGRID3
* xyz 1 1
C 1.595 1.889 0.489
C 1.232 0.680 0.164
N 1.111 -0.546 -0.084
C 2.252 -1.360 -0.411
N 0.020 -1.274 -0.121
C -1.084 -0.630 -0.025
C -2.405 -1.384 0.340
N -1.087 0.741 0.045
C -1.453 1.825 -0.501
H 2.015 1.951 1.605
H 1.646 2.702 -0.165
H 1.954 -1.770 -1.310
H 3.191 -0.767 -0.595
H 2.487 -2.104 0.359
H -3.234 -1.333 -0.314
H -2.654 -0.895 1.209
H -2.164 -2.386 0.667
H -1.724 1.999 -1.569
H -1.700 2.662 0.216
*
```

**Gap between HOMO and LUMO**: 8.9996 eV
**HOMO energy**: -13.5 eV
**SMILES string**: C=C=[N+](C)/N=C(/C)N=C
**Molar mass**: 124.17 g/mol
**E_LUMO**: -0.165 Ha

***

b | The ion C6H10N3 with charge +1. Source: the Open Molecules 2025 dataset; level of theory: wB97M-V/def2-TZVPD.

```
! wB97M-V def2-TZVPD RIJCOSX def2/J DEFGRID3
* xyz 1 1
C 0.427 0.591 2.325
N -0.375 1.167 1.459
C -0.111 1.510 0.141
N 1.029 1.414 -0.444
C 1.879 0.430 -0.574
C 1.514 -0.871 -0.912
C 0.199 -1.277 -1.165
C -0.959 -0.886 -0.521
N -2.165 -1.039 -1.082
H 0.195 0.619 3.372
H 1.349 0.150 1.989
H -1.213 1.606 1.837
H -0.810 2.235 -0.257
H 2.903 0.732 -0.750
H 2.300 -1.482 -1.331
H 0.069 -1.925 -2.023
H -0.974 -0.664 0.529
H -3.012 -0.998 -0.543
H -2.244 -1.310 -2.050
*
```

**Gap between HOMO and LUMO (spin up / spin down)**: 5.9548 / 6.9588 eV
**HOMO energy (spin up / spin down)**: -11.5 / -11.6 eV
**SMILES string**: C=[NH+]\C=N/C=C\C=C\N
**Molar mass**: 124.17 g/mol
**E_LUMO (spin up / spin down)**: -0.204 / -0.172 Ha

***

c | The ion C6H10N3 with charge +1. Source: the Open Molecules 2025 dataset; level of theory: wB97M-V/def2-TZVPD.

```
! wB97M-V def2-TZVPD RIJCOSX def2/J DEFGRID3
* xyz 1 1
C -0.430 -0.512 2.852
C 0.245 -0.990 1.796
C -0.054 -1.032 0.385
C 1.006 -0.265 -0.419
C 0.584 0.098 -1.829
C -0.594 0.890 -2.238
N -1.334 1.640 -1.461
N -1.168 1.935 -0.275
N -1.267 2.400 0.725
H -1.182 0.257 2.933
H 0.121 -0.703 3.737
H 0.911 -1.840 2.091
H -1.027 -0.462 0.086
H -0.107 -2.109 0.077
H 1.555 0.589 0.052
H 1.930 -0.862 -0.514
H 1.270 0.760 -2.283
H 0.567 -0.726 -2.541
H -1.026 0.931 -3.176
*
```

**Gap between HOMO and LUMO**: 6.8841 eV
**HOMO energy**: -13.2 eV
**SMILES string**: C=CCCC/C=N\[N+]#N
**Molar mass**: 124.17 g/mol
**E_LUMO**: -0.232 Ha

***

d | A cluster of 2 separate species, C6H10N3 in total. Source: the Open Molecules 2025 dataset; level of theory: wB97M-V/def2-TZVPD.

```
! wB97M-V def2-TZVPD RIJCOSX def2/J DEFGRID3
* xyz 1 1
C 1.553 1.143 2.547
C 0.264 1.236 2.169
C 2.137 0.039 0.636
C 0.721 -0.115 0.260
C -1.641 0.532 0.753
C -1.234 -1.789 -3.698
N 2.458 0.666 1.696
N -0.201 0.539 1.098
N 0.423 -0.523 -0.917
H 1.855 1.615 3.540
H -0.601 1.719 2.665
H 2.694 -0.297 -0.150
H -2.026 1.443 0.615
H -1.948 -0.024 -0.195
H -2.218 0.013 1.472
H -2.184 -2.107 -3.846
H -0.396 -1.867 -4.407
H -0.926 -1.353 -2.825
H 1.272 -0.873 -1.414
*
```

**Gap between HOMO and LUMO (spin up / spin down)**: 9.2532 / 3.6866 eV
**HOMO energy (spin up / spin down)**: -14.3 / -11.3 eV
**Molar mass**: 124.17 g/mol
**E_LUMO (spin up / spin down)**: -0.186 / -0.280 Ha

***

Which of them is most stable, and which least? Most stable: b; least stable: d.